Entry from OMol25: 11 unconnected molecules or ions with the total composition C34H57N11 in a non-equilibrium geometry (wB97M-V/def2-TZVPD).

For the HOMO-LUMO gap, the calculation gives 11.78 eV. Its molecular weight is 619.907 g mol⁻¹. As for the structure (SMILES): CCCC#N.CCCC#N.CCCC#N.CCCC#N.CCCC#N.CCCC#N.CC#N.CC#N.CC#N.CC#N.CC#N. As for the HOMO energy: -0.4116 Eh. Its electronic energy is -1931.9229 a.u.

Each line ends with the Mulliken charge.
Atoms and positions in Å:
C1 0.035310 8.713529 14.057167  -1.358
C2 -0.324942 9.451913 15.387583  -0.172
C3 0.071525 8.673019 16.679256  -0.224
C4 1.510925 8.580786 16.833080  0.174
N1 2.655373 8.459611 16.844356  -0.287
H1 -0.440470 7.749756 13.974684  0.363
H2 1.085029 8.440342 14.003004  0.313
H3 -0.143547 9.371526 13.221153  0.384
H4 -1.435589 9.512945 15.440566  0.311
H5 0.101958 10.460019 15.483261  0.145
H6 -0.306648 7.615942 16.744709  0.468
H7 -0.267473 9.300843 17.502225  -0.107
C5 5.047989 6.089749 18.428508  -1.005
C6 5.342544 6.871215 19.745669  -0.757
C7 5.048780 8.375463 19.639882  2.109
C8 5.572731 9.035758 18.460289  -0.117
N2 5.921885 9.619059 17.555205  -0.559
H8 5.586775 5.125183 18.513107  0.395
H9 5.419333 6.713441 17.571104  0.230
H10 3.960937 5.947253 18.257242  0.212
H11 6.386892 6.719114 19.922808  0.386
H12 4.775488 6.510705 20.566184  0.465
H13 5.336437 8.958499 20.495150  -0.387
H14 3.954867 8.435222 19.485797  -1.056
C9 6.431511 13.153635 18.846305  -0.910
C10 6.506865 13.844535 20.228635  -0.476
C11 6.350453 12.745602 21.350699  0.291
C12 7.567050 12.015550 21.623911  0.256
N3 8.563264 11.565855 21.859452  -0.552
H15 6.688664 13.882589 18.052261  0.396
H16 5.406639 12.818225 18.666006  0.076
H17 7.166057 12.346867 18.734879  0.328
H18 5.547959 14.496262 20.385079  0.211
H19 7.343129 14.485511 20.375617  0.400
H20 5.650446 12.080827 20.864407  -0.361
H21 5.847466 13.134824 22.269198  0.374
C13 6.184940 8.906246 26.219352  -1.100
C14 7.225001 8.591460 25.156478  -0.482
C15 7.228081 9.811234 24.149037  -0.901
C16 6.016289 9.797048 23.377079  0.316
N4 5.063985 9.851862 22.785048  -0.274
H22 6.466568 9.682876 26.889499  0.425
H23 5.999362 8.017029 26.820997  0.320
H24 5.225370 9.203002 25.769455  0.128
H25 6.960460 7.689959 24.656874  0.386
H26 8.233728 8.474287 25.606010  0.334
H27 7.997002 9.718370 23.438351  0.431
H28 7.398236 10.716420 24.688417  0.378
C17 -0.955769 14.384681 20.478699  -0.553
C18 -0.355453 15.739322 20.981270  -0.570
C19 0.553178 15.466444 22.156144  -0.212
C20 -0.208592 15.217584 23.365888  0.164
N5 -0.995623 15.166232 24.196089  -0.544
H29 -1.629817 14.444948 19.605325  0.270
H30 -1.543026 13.884821 21.225672  0.077
H31 -0.190957 13.717533 20.165474  0.062
H32 -1.113573 16.468208 21.314350  0.399
H33 0.231864 16.185010 20.169349  0.267
H34 1.066958 16.403285 22.354966  0.368
H35 1.255226 14.659765 21.974548  0.199
C21 1.442863 8.883534 20.401503  -0.951
C22 1.968594 10.347891 20.583798  -0.012
C23 2.348606 11.044921 19.263692  1.629
C24 1.139825 11.318592 18.511727  -0.883
N6 0.078208 11.514388 18.098797  -0.348
H36 1.943140 8.231295 19.655506  0.206
H37 0.342876 8.943892 20.136378  0.292
H38 1.444335 8.508016 21.397436  0.177
H39 2.821566 10.414335 21.269472  -0.051
H40 1.255209 10.917312 21.156958  0.413
H41 3.049276 10.424395 18.588714  -0.583
H42 2.825590 12.077173 19.458430  0.113
C25 1.603338 14.504983 16.777276  -0.453
C26 2.218471 14.854018 18.026218  0.475
N7 2.515790 15.206131 19.081179  -0.530
H43 1.013029 13.585983 16.988949  -0.106
H44 2.356381 14.311818 16.019626  0.259
H45 0.893841 15.307079 16.496139  0.366
C27 4.599722 10.120553 14.429937  -0.999
C28 3.830000 11.004053 15.285457  0.487
N8 3.137580 11.832141 15.726022  -0.346
H46 4.696136 9.078449 14.780812  0.210
H47 5.650986 10.505537 14.470235  0.343
H48 4.113289 10.175959 13.435247  0.338
C29 -3.327596 11.776868 18.302217  -0.507
C30 -3.645594 11.340602 19.617912  0.468
N9 -3.823607 10.853782 20.661691  -0.478
H49 -2.231786 11.675703 18.033599  -0.018
H50 -3.537864 12.831018 18.309432  0.265
H51 -3.939448 11.275020 17.573925  0.353
C31 -2.957947 12.442982 23.832275  -1.048
C32 -1.721879 12.019837 23.247467  0.513
N10 -0.826090 11.454019 22.779257  -0.439
H52 -3.199310 11.778808 24.676084  0.355
H53 -3.782942 12.444381 23.171352  0.311
H54 -2.839500 13.448990 24.183778  0.296
C33 2.385357 8.530131 24.356318  -0.581
C34 3.397257 7.528881 24.345868  0.465
N11 4.246126 6.691024 24.312950  -0.547
H55 1.445230 8.145589 23.951544  0.357
H56 2.797063 9.306565 23.689378  -0.031
H57 2.186298 8.919285 25.363228  0.373

Atoms 1-2, force components in eV/Å:
C 0.7 0.7 1.2
C -0.5 -1.3 -0.1

Entry from OMol25: a molecular structure, C34H57N3O2SScSi in a non-equilibrium geometry (wB97M-V/def2-TZVPD).

For the HOMO-LUMO gap, the calculation gives 8.11 eV. The total charge is +1. Its molecular weight is 644.958 g mol⁻¹. As for the HOMO energy: -0.4084 Eh. Its electronic energy is -3092.8203 a.u.

Each line ends with the Mulliken charge.
Atoms and positions in Å:
O1 1.084812 -1.175040 0.304002  0.885
O2 0.980064 -0.130265 -4.114211  -0.097
C1 2.541280 -1.495780 0.164883  -0.457
C2 2.895836 -2.788915 0.872947  -1.127
H1 3.068663 -0.625599 0.564955  0.513
H2 2.700200 -1.549899 -0.909650  0.172
H3 2.502937 -2.819647 1.906186  0.138
H4 3.987128 -2.925805 0.934288  0.474
H5 2.488175 -3.650204 0.317556  0.260
C3 0.246925 -2.309061 -0.116713  0.173
C4 0.496133 -2.724873 -1.560825  -1.725
H6 -0.793154 -1.989271 0.033222  -0.166
H7 0.432421 -3.155549 0.567721  0.400
H8 0.473016 -1.884341 -2.266661  0.396
H9 -0.296345 -3.426259 -1.841016  0.499
H10 1.431720 -3.277395 -1.682520  0.361
C5 -0.111749 0.443468 -4.894297  -0.421
C6 1.906303 -0.893953 -4.923554  -0.305
C7 -1.414182 -0.305551 -4.713296  -1.247
H11 0.168677 0.466690 -5.964172  0.529
H12 -0.205219 1.479176 -4.536433  0.291
H13 -1.317231 -1.351536 -5.027506  0.343
H14 -2.167311 0.167402 -5.349743  0.445
H15 -1.755950 -0.260908 -3.673127  0.050
C8 1.270985 -2.054019 -5.668656  -1.345
H16 2.670130 -1.249066 -4.223388  0.302
H17 2.391794 -0.214232 -5.642250  0.412
H18 0.664456 -2.693103 -5.013327  0.235
H19 2.066368 -2.668536 -6.103018  0.414
H20 0.643268 -1.691394 -6.493115  0.362
H21 1.656283 0.653486 -1.922983  -0.477
N1 -0.897236 -0.968578 3.421702  1.768
C9 -1.794137 -0.440282 4.285684  0.748
C10 -2.432438 0.766982 4.020262  -1.668
C11 -2.469069 1.503242 2.838848  0.514
C12 -2.137862 -1.166969 5.559561  -1.755
H22 -1.281155 -1.692319 5.995557  0.250
H23 -2.936709 -1.904894 5.419145  0.194
H24 -2.522430 -0.425707 6.272525  0.546
C13 -3.461396 2.623372 2.728748  -1.636
H25 -4.124457 2.518775 1.864567  0.259
H26 -2.972391 3.598758 2.673482  0.255
H27 -4.078212 2.625003 3.631605  0.546
N2 -1.649503 1.247717 1.800518  1.615
C14 -0.612803 -2.372309 3.509673  -0.070
C15 0.595373 -2.790917 4.111622  0.690
C16 1.561752 -1.806728 4.706947  -1.200
C17 0.849877 -4.156187 4.184897  -0.557
H28 1.803187 -4.493188 4.582155  0.490
C18 -0.104379 -5.089234 3.771305  -0.947
H29 0.102328 -6.158446 3.819539  0.437
C19 -1.338994 -4.649629 3.297191  -0.934
H30 -2.116768 -5.375213 3.044223  0.476
C20 -1.619694 -3.296513 3.153929  1.156
C21 -2.990743 -2.846093 2.736138  -1.611
C22 -1.851056 1.872266 0.522502  -0.675
C23 -1.225068 3.105580 0.249479  1.364
C24 -0.289537 3.720019 1.243525  -1.042
C25 -1.493189 3.711157 -0.975458  -0.881
H31 -1.026888 4.682208 -1.184803  0.438
C26 -2.317976 3.090142 -1.911872  -1.137
H32 -2.471829 3.545008 -2.892388  0.462
C27 -2.962355 1.888094 -1.607103  -1.119
H33 -3.657932 1.419814 -2.312336  0.485
C28 -2.735548 1.260953 -0.387466  1.281
C29 -3.394373 -0.043319 -0.051169  -1.048
Sc1 0.014829 -0.016725 1.741020  -0.862
H34 2.435399 -1.670191 4.048801  0.149
H35 1.938977 -2.178872 5.674392  0.462
H36 1.103516 -0.824766 4.889656  0.183
H37 -2.959837 -1.891285 2.190630  0.048
H38 -3.669568 -2.730382 3.600698  0.290
H39 -3.435348 -3.604356 2.071838  0.509
H40 -0.034145 4.733084 0.905400  0.525
H41 0.662236 3.173139 1.353942  -0.023
H42 -0.725858 3.790423 2.250812  0.257
H43 -3.803229 -0.066195 0.968150  0.261
H44 -2.718335 -0.910495 -0.150120  0.120
H45 -4.235111 -0.200876 -0.739906  0.579
H46 -3.029191 1.169159 4.845846  0.309
C30 1.475493 1.742363 -1.826731  0.839
Si1 2.677682 2.826983 -2.840544  0.510
H47 0.429035 1.889193 -2.127049  -0.432
H48 1.568490 2.005439 -0.760794  0.094
C31 4.341497 1.983981 -3.055440  -1.085
C32 2.976124 4.489351 -2.011388  -1.146
C33 2.168031 3.319897 -4.584347  -1.037
H49 3.042476 3.804486 -5.044347  0.372
H50 1.351907 4.052075 -4.572705  0.299
H51 1.879100 2.473313 -5.214784  0.224
H52 4.868839 1.891060 -2.099227  0.312
H53 4.955021 2.606643 -3.723114  0.313
H54 4.246361 0.990961 -3.509001  0.273
H55 3.051192 4.405810 -0.922846  0.318
H56 2.176461 5.201088 -2.249517  0.324
H57 3.921049 4.911447 -2.381757  0.315
S1 1.725162 1.262196 2.868581  -0.464
C34 0.776926 1.782915 4.164786  0.791
N3 0.171997 2.186553 5.091024  -0.607

Atoms 1-2, force components in eV/Å:
O 0.4 -0.9 0.0
O -0.3 -0.3 -1.1